Below is a cluster of 5 separate species, C2H12O5 in total at a distorted geometry, with properties calculated with ωB97M-V/def2-TZVPD.

Structure (ORCA input):
```
! RIJCOSX wB97M-V def2-TZVPD def2/J DEFGRID3
* xyz 0 1
H 3.200 0.691 1.144
O -2.399 0.074 0.952
O 2.870 -0.173 1.412
H -0.002 2.948 -1.868
C -1.273 0.559 0.980
H 0.067 -3.103 -1.309
H 0.573 1.434 1.754
H 0.152 -0.166 2.247
H -2.029 -1.665 -0.425
O -1.558 -1.117 -1.065
H -0.867 1.231 2.882
O 0.796 -2.597 -1.720
C -0.270 0.832 2.033
H 2.694 -0.663 0.601
H 0.840 1.806 -1.976
H -2.239 -1.092 -1.750
O -0.084 2.029 -2.162
H 0.367 -1.731 -1.729
H -0.840 0.704 -0.003
*
```

The calculation puts the LUMO energy at 0.19 eV. The HOMO energy is -9.4 eV. Its total energy is -459.545750 Ha. As for the SMILES: CC=O.O.O.O.O. The calculation puts the frontier orbital gap at 9.6 eV. The energy relative to the best compared isomer or geometry (same formula, charge and spin) comes out at 126.0 kJ/mol.

Atomic partial charges in e from the natural (NBO) method, atoms 1 to 2:
1. H 0.467
2. O -0.565

Below is a cluster of 2 separate species, C7H16N2 in total at a distorted geometry, with properties calculated with ωB97M-V/def2-TZVPD.

Structure (ORCA input):
```
! RIJCOSX wB97M-V def2-TZVPD def2/J DEFGRID3
* xyz 0 1
H -0.412 -2.162 -0.320
H 1.503 -1.476 1.275
H 0.616 0.827 -2.251
H -0.412 -1.322 -1.959
H -1.238 2.283 1.387
C 0.735 -0.327 -0.419
C 1.324 0.611 -1.457
C 1.826 -0.708 0.575
H -0.573 -1.220 1.898
H 0.378 2.366 0.623
C -0.598 1.886 0.596
H -1.055 2.210 -0.345
C -0.876 -0.179 1.835
C 0.134 -1.571 -1.054
H 2.673 -1.134 0.033
H 2.157 0.165 1.134
H 0.938 -2.200 -1.449
H -1.967 -0.194 1.966
C -2.479 -0.117 -0.647
H -3.243 -0.645 -0.093
N -2.343 0.404 -1.693
H 1.686 1.538 -1.018
H -0.493 0.378 2.691
H 2.217 0.148 -1.889
N -0.498 0.439 0.580
*
```

The calculation puts the LUMO energy (spin up / spin down) at 0.86 / 0.86 eV. The HOMO energy (spin up / spin down) is -7.7 / -7.7 eV. Its total energy is -385.718075 Ha. As for the SMILES: CN(C)C(C)(C)C.C#N. The calculation puts the frontier orbital gap (spin up / spin down) at 8.6 / 8.6 eV. The energy relative to the best compared isomer or geometry (same formula, charge and spin) comes out at 321.7 kJ/mol.

Atomic partial charges in e from the natural (NBO) method, atoms 1 to 2:
1. H 0.214
2. H 0.209

Below is a cluster of 3 separate species, C3H10NO4S2 in total, with properties calculated with ωB97M-V/def2-TZVPD.

Structure (ORCA input):
```
! RIJCOSX wB97M-V def2-TZVPD def2/J DEFGRID3
* xyz -1 1
O 1.160 0.888 -0.207
H 1.136 -2.146 -0.120
O -1.040 0.679 0.171
S -0.657 -2.093 -2.094
C 0.434 -2.133 0.714
H -0.832 0.169 2.708
H 0.895 2.700 -0.226
O -0.291 1.467 -2.572
H 1.352 -0.639 1.849
H 0.580 1.142 -2.312
H -0.665 -0.744 -2.008
C 0.378 -0.768 1.370
H 0.050 3.445 -1.230
N -0.605 -0.777 2.446
H 0.777 -2.904 1.406
H -0.800 1.510 -1.745
O 0.534 3.600 -0.408
H -1.463 -1.153 2.066
C 0.156 0.371 0.347
S -1.099 -2.613 -0.155
*
```

The calculation puts the LUMO energy at 3.13 eV. The HOMO energy is -5.2 eV. Its total energy is -1272.514760 Ha. The calculation puts the frontier orbital gap at 8.4 eV. The energy relative to the best compared isomer or geometry (same formula, charge and spin) comes out at 0.0 kJ/mol.

Atomic partial charges in e from the natural (NBO) method, atoms 1 to 2:
1. O -0.814
2. H 0.239

Below is a cluster of 4 separate species, C6H21NO3 in total, with properties calculated with ωB97M-V/def2-TZVPD.

Structure (ORCA input):
```
! RIJCOSX wB97M-V def2-TZVPD def2/J DEFGRID3
* xyz 0 1
H -1.789 -2.352 1.847
H -0.161 -2.337 -2.672
H 0.679 2.451 1.130
C -0.628 0.716 1.180
H 1.847 -0.987 -0.174
C 0.724 2.029 -1.490
H -0.263 1.687 -1.811
H 1.348 2.047 -2.368
H 0.627 3.053 -1.122
H 0.574 -3.257 1.256
H 2.424 1.353 -0.401
H 1.594 -0.477 -1.858
C 0.717 1.375 0.940
C -1.828 -1.265 1.851
H -1.274 0.706 0.299
C 1.279 -0.344 -0.836
O 0.272 -3.143 -2.377
H 2.002 -3.659 0.739
H 0.268 -0.753 -0.898
H 0.165 -0.890 2.302
O 1.147 -3.313 0.483
H -2.340 -0.871 2.741
H -1.831 3.347 -1.814
H -2.469 -0.966 1.030
H -1.204 1.326 1.899
O -2.340 3.345 -0.988
H 1.386 1.053 1.742
H -0.020 -3.307 -1.475
N -0.535 -0.658 1.623
C 1.358 1.120 -0.437
H -1.731 2.976 -0.343
*
```

The calculation puts the LUMO energy at 0.47 eV. The HOMO energy is -8.7 eV. Its total energy is -521.647447 Ha. As for the SMILES: CNCCC(C)C.O.O.O. The calculation puts the frontier orbital gap at 9.1 eV. The energy relative to the best compared isomer or geometry (same formula, charge and spin) comes out at 49.3 kJ/mol.

Atomic partial charges in e from the natural (NBO) method, atoms 1 to 2:
1. H 0.191
2. H 0.463

Below is a cluster of 3 separate species, C6H15NO in total at a distorted geometry, with properties calculated with ωB97M-V/def2-TZVPD.

Structure (ORCA input):
```
! RIJCOSX wB97M-V def2-TZVPD def2/J DEFGRID3
* xyz 0 1
C 1.245 -0.543 -0.802
H 0.800 -1.947 0.684
H -0.100 1.671 1.716
C 1.611 -1.262 0.425
H -0.387 -0.615 2.563
C -0.754 0.991 1.181
H -2.356 1.229 -1.667
H 1.855 1.441 -0.203
H -1.423 -1.067 1.213
N -2.102 0.760 -0.811
H 1.823 -0.608 1.269
H 1.124 1.339 -1.824
H -0.996 2.454 -0.311
H 2.496 -1.881 0.209
C -1.172 -0.257 1.895
C 1.742 0.823 -1.091
H -2.060 -0.058 2.507
H 1.060 -1.163 -1.665
H -1.896 -0.288 -0.821
C -1.285 1.459 0.020
H 2.743 0.705 -1.540
O -0.847 -1.531 -1.013
H -1.119 -1.652 -1.933
*
```

The calculation puts the LUMO energy (spin up / spin down) at -0.76 / -0.76 eV. The HOMO energy (spin up / spin down) is -7.1 / -7.1 eV. Its total energy is -367.451969 Ha. The calculation puts the frontier orbital gap (spin up / spin down) at 6.3 / 6.3 eV. The energy relative to the best compared isomer or geometry (same formula, charge and spin) comes out at 470.8 kJ/mol.

Atomic partial charges in e from the natural (NBO) method, atoms 1 to 2:
1. C 0.340
2. H 0.297

Below is a cluster of 2 separate species, CH2FN5 in total at a distorted geometry, with properties calculated with ωB97M-V/def2-TZVPD.

Structure (ORCA input):
```
! RIJCOSX wB97M-V def2-TZVPD def2/J DEFGRID3
* xyz 0 1
N -1.603 1.341 1.128
C -0.702 -0.971 2.920
N -1.950 0.881 2.197
N -0.018 -1.866 3.052
H 0.218 -0.827 -0.039
F -2.597 2.195 0.650
H 0.600 0.344 -1.105
N -1.480 0.081 3.025
N 0.336 0.156 -0.198
*
```

The calculation puts the LUMO energy (spin up / spin down) at -4.37 / -4.41 eV. The HOMO energy (spin up / spin down) is -9.4 / -9.3 eV. Its total energy is -412.582883 Ha. The calculation puts the frontier orbital gap (spin up / spin down) at 5.0 / 4.9 eV. The energy relative to the best compared isomer or geometry (same formula, charge and spin) comes out at 479.6 kJ/mol.

Atomic partial charges in e from the natural (NBO) method, atoms 1 to 2:
1. N 0.237
2. C 0.355

Below is a cluster of 5 separate species, C20H50O10 in total at a distorted geometry, with properties calculated with ωB97M-V/def2-TZVPD.

Structure (ORCA input):
```
! RIJCOSX wB97M-V def2-TZVPD def2/J DEFGRID3
* xyz 0 1
H 0.428 -3.617 -5.576
O -3.672 4.376 -1.088
H -0.226 0.243 4.907
H -5.227 5.438 -0.427
H 2.357 -2.733 7.941
C -0.956 1.038 4.723
O 4.424 1.412 -4.045
O 1.805 2.135 -3.093
H 5.060 -2.142 4.266
H -0.843 -2.618 -4.132
H -6.689 1.162 -1.089
H -0.570 1.993 5.071
H -3.067 2.375 -1.161
H 4.049 -2.373 8.364
H -0.006 -0.618 -5.703
O -0.002 -1.686 -2.501
H 0.959 -0.173 -4.340
C 3.782 -2.951 5.790
H 0.733 -2.550 -6.990
H -6.390 3.520 -0.997
H 4.317 2.999 -2.813
H -7.026 1.289 0.648
C -2.735 3.356 -0.811
H 4.857 1.480 -2.035
H 2.962 -3.675 5.892
H 0.420 2.366 -1.565
C 0.500 1.964 -2.582
C 4.155 1.924 -2.760
H 2.079 -1.814 -2.575
H -3.339 0.024 -0.863
H 1.217 -1.386 3.364
H 1.505 -2.522 4.650
H -6.398 3.671 0.786
C 1.210 -2.406 -2.287
O 3.450 -1.768 6.472
H -5.768 0.194 0.065
H 3.333 -0.363 -4.178
C 4.361 0.018 -4.137
H 4.867 -0.467 -3.289
O 3.187 -1.714 3.732
O -1.185 1.181 3.340
H 4.846 -0.277 -5.066
C 0.471 -1.036 -4.806
H 1.217 -2.642 -1.226
C -6.223 1.174 -0.094
C 2.777 1.634 -2.230
H -1.372 -0.983 -3.760
C 1.868 -2.203 3.665
H -0.181 2.480 -3.257
H -2.694 -1.566 -1.213
H 2.702 2.075 -1.221
C 3.171 -2.000 7.825
H 4.692 -3.405 6.212
C -4.698 4.531 -0.132
H -1.885 0.828 5.266
H -1.249 1.019 0.924
C -0.490 -1.627 -3.816
H -2.732 -0.217 3.260
H -4.259 4.668 0.865
C -2.440 -0.609 -0.769
H 0.218 0.903 -2.555
H 2.040 -3.530 -6.249
C -2.054 0.376 1.307
H 1.228 -3.331 -2.870
C 4.085 -2.619 4.332
H -1.815 3.582 -1.351
H 1.786 -3.049 2.970
H 2.830 -1.057 8.245
H -1.107 -0.804 2.806
C -5.772 3.454 -0.092
H -2.989 0.953 1.234
H -2.524 3.247 0.259
H 4.079 -3.545 3.738
C 1.144 -2.940 -6.057
O -5.236 2.154 0.026
C -1.790 0.058 2.773
O -2.153 -0.829 0.601
H -1.605 -0.093 -1.245
O 1.534 -1.901 -5.192
H 2.655 0.547 -2.080
*
```

The calculation puts the LUMO energy at 0.75 eV. The HOMO energy is -9.4 eV. Its total energy is -1544.188140 Ha. As for the SMILES: COCCOC.COCCOC.COCCOC.COCCOC.COCCOC. The calculation puts the frontier orbital gap at 10.2 eV. The energy relative to the best compared isomer or geometry (same formula, charge and spin) comes out at 267.6 kJ/mol.

Atomic partial charges in e from the Löwdin method, atoms 1 to 2:
1. H 0.079
2. O -0.163

Below is a structure of composition C4H10F2Li2N3O12S2 at a distorted geometry, with properties calculated with ωB97M-V/def2-TZVPD.

Structure (ORCA input):
```
! RIJCOSX wB97M-V def2-TZVPD def2/J DEFGRID3
* xyz -1 1
H 0.870 3.218 0.957
O -1.198 1.448 -0.200
N 1.448 -2.385 2.180
H -0.239 2.310 -1.772
O 1.574 -2.348 -3.002
H 2.852 1.812 1.947
H -3.052 2.190 -0.126
C -2.590 1.306 -0.564
C 2.888 1.477 0.910
O 1.296 -1.165 2.013
S -1.112 -1.558 -2.327
H -0.835 3.535 -0.821
F -2.485 -1.342 -1.446
S 1.218 -1.349 -1.959
O 1.610 0.025 -2.221
N -0.172 -1.527 -0.977
O -1.668 -1.107 1.585
N -2.210 -1.356 2.606
C -0.384 2.548 -0.718
C 0.975 2.675 0.017
O -1.071 -0.353 -3.143
O 0.562 -3.228 1.923
H 1.735 3.285 -0.470
H 3.295 0.468 0.850
Li -0.755 -2.927 0.250
O -3.149 -0.687 3.117
O 1.508 1.419 0.226
O -1.877 -2.398 3.165
O 2.421 -2.846 2.746
O -1.378 -2.883 -2.944
H 3.483 2.126 0.267
H -2.727 1.158 -1.635
H -3.011 0.390 -0.148
Li -0.031 -0.193 0.472
F 2.209 -1.738 -0.760
*
```

The calculation puts the LUMO energy at 2.12 eV. The HOMO energy is -5.4 eV. Its total energy is -2236.625383 Ha. The calculation puts the frontier orbital gap at 7.6 eV.

Atomic partial charges in e from the natural (NBO) method, atoms 1 to 2:
1. H 0.158
2. O -0.602